(1)
{
  "formula": "C26H63BClN2O14P4",
  "method": "ωB97M-V/def2-TZVPD",
  "symbols": ["C", "C", "O", "C", "C", "O", "C", "C", "O", "C", "C", "P", "C", "C", "C", "N", "P", "O", "O", "O", "C", "O", "C", "C", "N", "C", "B", "O", "O", "C", "C", "O", "C", "P", "O", "P", "O", "Cl", "H", "H", "H", "H", "H", "H", "H", "H", "H", "H", "H", "H", "H", "H", "H", "H", "H", "H", "H", "H", "H", "H", "H", "H", "H", "H", "H", "H", "H", "H", "H", "H", "H", "H", "H", "H", "H", "H", "H", "H", "H", "H", "H", "C", "C", "O", "C", "C", "H", "H", "H", "H", "H", "H", "H", "H", "H", "H", "C", "C", "O", "C", "C", "H", "H", "H", "H", "H", "H", "H", "H", "H", "H"],
  "coordinates": [[2.93255, -4.97534, 0.31559], [4.04668, -4.52298, -0.64223], [3.66133, -3.34632, -1.33252], [4.51098, -2.23505, -1.20324], [3.98136, -1.19777, -0.20472], [3.10319, -1.83066, 0.71932], [2.66218, -0.92688, 1.70230], [1.31980, -1.33776, 2.24758], [0.25716, -1.56775, 1.31003], [0.46432, -1.35610, -0.04977], [-0.84763, -0.83099, -0.70215], [-1.93030, -2.35866, -1.07608], [-1.79125, -3.48090, 0.36554], [-3.70038, -1.82707, -1.14257], [-4.64873, -2.83041, -0.47891], [-0.38677, -0.17851, -2.00157], [0.67737, -1.12017, -3.09647], [2.03154, -0.70678, -2.76189], [0.47773, -2.66814, -2.99219], [0.23519, -0.66897, -4.55746], [-1.51164, 0.52727, -2.77162], [-2.28843, -0.41663, -3.42180], [-2.24184, 1.50260, -1.86814], [-1.50245, 2.85209, -1.92371], [-2.25913, 3.83363, -1.19163], [-1.59145, 5.13688, -1.04238], [-3.67740, 1.85780, -2.52675], [-3.74893, 2.05917, -3.88945], [-4.74610, 2.00781, -1.70330], [-5.91811, 1.19942, -1.99213], [-6.76714, 1.13916, -0.72994], [-2.48159, 1.05909, -0.53580], [-1.48687, 0.29447, 0.14351], [-0.20713, 1.47333, 0.76383], [0.96506, 1.54874, -0.16279], [-2.52947, -0.41103, 1.61801], [-1.50789, -0.25853, 2.84923], [-3.78014, 1.16862, 1.96284], [2.77221, -6.04539, 0.23937], [3.18794, -4.68850, 1.33094], [2.03350, -4.42336, 0.05419], [4.27505, -5.30396, -1.36641], [4.94992, -4.35146, -0.05769], [5.53401, -2.50539, -0.94145], [4.55982, -1.75022, -2.17770], [4.81310, -0.77331, 0.36277], [3.47777, -0.39547, -0.74217], [3.36088, -0.90109, 2.54451], [2.62180, 0.09542, 1.31243], [1.01126, -0.57616, 2.96799], [1.42891, -2.24888, 2.83622], [0.68759, -2.31045, -0.54257], [1.27660, -0.69143, -0.31845], [-2.39352, -3.18558, 1.21609], [-0.75532, -3.66487, 0.62301], [-2.19632, -4.42034, -0.00940], [-3.94988, -1.78556, -2.19939], [-3.89154, -0.84833, -0.70802], [-4.51575, -3.83977, -0.85825], [-4.58197, -2.80097, 0.60426], [-5.66440, -2.53018, -0.73441], [0.23763, 0.60499, -1.70247], [-0.15867, -3.07461, -3.58995], [0.10359, -1.41820, -5.14637], [-0.99227, 1.13983, -3.50570], [-2.17619, -0.32354, -4.36860], [-1.52613, 3.14661, -2.97763], [-0.43465, 2.77641, -1.65813], [-2.60023, 3.47074, -0.31491], [-1.36082, 5.35473, -0.00372], [-0.67842, 5.13845, -1.63347], [-2.23227, 5.91611, -1.44767], [-4.38479, 1.48144, -4.31439], [-5.57902, 0.20738, -2.28552], [-6.47855, 1.69373, -2.78437], [-6.53751, 2.00913, -0.12510], [-6.51538, 0.24285, -0.16636], [-7.82482, 1.08876, -0.96730], [-0.90683, 2.68668, 0.83041], [0.15948, 1.18095, 2.07990], [-1.30373, -1.09611, 3.27245], [0.55372, -0.21824, 8.55538], [0.39484, 0.30542, 7.13945], [-0.03760, -0.67305, 6.20642], [-1.29278, -1.27201, 6.47171], [-2.45280, -0.29088, 6.49716], [1.23450, -1.06983, 8.57405], [0.95234, 0.56492, 9.19957], [-0.39683, -0.54321, 8.98038], [1.36036, 0.64792, 6.76753], [-0.27331, 1.17335, 7.12151], [-1.25816, -1.85493, 7.39768], [-1.44522, -1.98989, 5.66128], [-2.36451, 0.42617, 7.31336], [-3.39509, -0.82381, 6.62662], [-2.49144, 0.27381, 5.56356], [4.50085, 1.84622, -4.55757], [3.99915, 2.21391, -3.17148], [5.02253, 2.39163, -2.21254], [5.96493, 3.41412, -2.48774], [5.35695, 4.80128, -2.60223], [5.12320, 0.95156, -4.51226], [3.65757, 1.65549, -5.22290], [5.09859, 2.64342, -5.00121], [3.38261, 1.40127, -2.78595], [3.35574, 3.10239, -3.21772], [6.54286, 3.17155, -3.38637], [6.66302, 3.39190, -1.65135], [4.67441, 4.88016, -3.44986], [6.14356, 5.54264, -2.74150], [4.79833, 5.04894, -1.69857]],
  "forces_ev_per_a": [[0.4, 0.4, -0.3], [-0.3, -0.1, 0.5], [0.2, 0.0, -0.2], [0.0, 0.3, -0.1], [0.2, -0.3, 0.2], [-0.1, 0.1, 0.0], [0.0, 0.2, -0.2], [0.2, -0.3, 0.5], [0.0, 0.5, 0.3], [-0.1, -0.8, -0.9], [-0.4, -0.3, 1.0], [0.1, -0.2, -0.9], [-0.3, 0.1, -0.2], [-0.2, -0.2, 0.4], [-0.2, 0.4, -0.2], [-0.8, 0.2, -0.7], [2.3, -0.1, -0.4], [-0.5, 0.2, 0.3], [-0.1, 0.3, -0.2], [-0.5, -0.1, 0.4], [0.5, 0.3, -0.3], [-0.4, -0.4, 0.6], [-0.3, 0.7, -0.5], [0.1, 0.0, -0.1], [0.1, 0.2, 0.1], [-0.4, -0.4, -0.4], [-0.4, 0.6, 0.4], [0.7, -0.6, 0.1], [0.1, -1.1, 0.0], [-0.1, 1.0, 0.4], [0.4, -0.5, -0.2], [0.2, -0.6, -0.4], [-0.3, 0.8, 0.8], [0.6, 0.5, -0.3], [0.1, -0.1, -0.4], [-0.3, -0.9, -0.5], [0.0, 0.7, 0.5], [0.2, 0.2, 0.1], [-0.1, -0.1, 0.2], [-0.1, -0.2, 0.2], [-0.2, -0.2, -0.1], [0.0, 0.0, -0.2], [0.2, 0.1, -0.1], [0.0, -0.4, 0.1], [0.0, 0.0, -0.1], [0.1, 0.2, -0.1], [-0.2, 0.1, 0.1], [0.0, 0.0, 0.1], [-0.1, 0.0, -0.2], [-0.1, 0.1, -0.1], [0.0, -0.2, -0.2], [0.2, -0.1, 0.0], [0.1, 0.2, 0.4], [0.2, 0.1, 0.3], [0.1, 0.1, 0.1], [0.0, -0.1, 0.0], [0.1, 0.2, -0.1], [0.1, 0.2, -0.1], [0.1, -0.2, 0.1], [0.1, -0.2, 0.1], [-0.1, -0.1, 0.0], [0.4, -0.1, 0.4], [-0.4, -0.2, 0.3], [0.0, 0.0, -0.4], [0.1, 0.0, 0.0], [0.1, 0.1, -0.2], [0.1, 0.0, -0.1], [0.0, 0.0, 0.2], [0.0, 0.0, 0.1], [0.1, 0.1, 0.1], [0.2, 0.1, 0.1], [0.0, 0.2, 0.1], [-0.4, 0.3, -0.2], [-0.2, -0.1, -0.2], [0.0, -0.2, -0.3], [-0.2, 0.1, 0.1], [0.0, 0.0, 0.2], [-0.1, 0.1, 0.0], [-0.2, -0.1, 0.3], [-0.2, 0.0, 0.0], [0.0, -0.2, 0.1], [-0.1, -0.1, 0.0], [0.0, 0.1, 0.1], [0.1, -0.1, -0.2], [-0.2, 0.0, 0.0], [0.1, 0.1, 0.0], [0.0, 0.0, 0.0], [0.0, 0.0, 0.0], [0.0, 0.1, 0.0], [0.0, 0.0, -0.1], [0.0, 0.0, 0.0], [0.0, 0.0, 0.0], [0.1, 0.0, 0.0], [0.0, 0.0, 0.0], [0.0, 0.0, 0.0], [0.0, 0.0, 0.0], [0.1, 0.1, 0.0], [-0.2, 0.0, 0.0], [0.0, -0.1, 0.1], [0.1, 0.1, 0.0], [-0.1, -0.1, 0.0], [0.0, 0.0, 0.0], [0.0, 0.0, 0.0], [0.0, 0.0, 0.0], [0.0, 0.0, 0.0], [0.1, 0.0, 0.0], [0.0, 0.0, 0.0], [0.0, -0.1, 0.0], [0.0, 0.0, 0.0], [0.0, 0.0, 0.0], [0.0, 0.0, 0.0]],
  "lowdin_charge": [-0.06, -0.25, -0.15, -0.18, -0.16, -0.14, -0.20, -0.14, -0.16, -0.25, -0.44, 1.04, -0.26, -0.43, -0.15, 0.00, 0.49, -0.17, -0.08, -0.07, -0.27, 0.01, -0.27, -0.19, -0.09, -0.08, -0.59, 0.20, 0.08, -0.19, -0.05, -0.21, -0.60, 0.86, -0.40, 0.66, -0.38, 0.36, 0.07, 0.07, 0.06, 0.11, 0.11, 0.12, 0.12, 0.13, 0.10, 0.14, 0.12, 0.10, 0.14, 0.11, 0.09, 0.01, 0.04, 0.05, 0.06, 0.04, 0.07, 0.06, 0.07, 0.13, 0.10, 0.11, 0.16, 0.12, 0.14, 0.11, 0.09, 0.08, 0.08, 0.08, 0.11, 0.11, 0.13, 0.08, 0.06, 0.08, 0.04, 0.03, 0.06, -0.07, -0.28, -0.18, -0.29, -0.07, 0.08, 0.08, 0.07, 0.12, 0.11, 0.11, 0.11, 0.07, 0.08, 0.07, -0.07, -0.29, -0.16, -0.28, -0.08, 0.08, 0.07, 0.07, 0.09, 0.11, 0.11, 0.12, 0.06, 0.08, 0.08],
  "orbital_gap_ha": 0.3076,
  "total_charge": 1,
  "e_tot_ev": -109979.2166,
  "e_homo_ha": -0.41050
}



(2)
{
  "formula": "C4H8Cl4N3O9V",
  "method": "ωB97M-V/def2-TZVPD",
  "symbols": ["V", "N", "O", "O", "O", "N", "O", "O", "O", "N", "O", "O", "O", "Cl", "C", "C", "Cl", "H", "H", "H", "H", "Cl", "C", "C", "Cl", "H", "H", "H", "H"],
  "coordinates": [[2.58039, -1.53194, -0.15844], [0.64765, -0.86856, 1.50000], [0.57236, -1.80761, 0.61872], [-0.17267, -0.68924, 2.33121], [1.74304, -0.22946, 1.36265], [2.75624, -3.21011, -2.17225], [1.78919, -3.08454, -1.34471], [2.69025, -3.73962, -3.21973], [3.79572, -2.55437, -1.79267], [0.96795, 0.79572, -1.69272], [-0.08596, 0.89148, -1.07280], [1.39130, 1.64588, -2.43404], [1.67930, -0.28410, -1.52801], [1.98144, 2.96615, 0.74306], [0.69925, 3.79521, 1.63589], [-0.10185, 2.80628, 2.47475], [-1.52915, 3.65604, 3.10625], [0.07131, 4.38919, 0.98148], [1.15574, 4.46443, 2.36548], [0.49763, 2.44099, 3.30704], [-0.40266, 1.91799, 1.92601], [-4.07338, -1.26504, -2.53481], [-2.63639, -1.03747, -1.48541], [-2.84533, -1.72693, -0.14969], [-3.13510, -3.47006, -0.29588], [-2.54511, 0.02455, -1.28352], [-1.78096, -1.44848, -2.00935], [-3.72311, -1.29314, 0.32601], [-1.98709, -1.55326, 0.49550]],
  "forces_ev_per_a": [[-4.2, 0.8, -2.6], [0.3, -1.2, -0.8], [0.9, -0.4, 0.1], [0.2, 0.5, -0.2], [1.1, 0.0, 0.1], [0.4, 1.4, -0.3], [-0.2, 0.2, 0.9], [-0.2, -0.6, 0.2], [-0.2, 0.6, 1.5], [-1.1, 1.5, 0.9], [0.3, -0.5, 0.0], [0.3, -0.4, -0.2], [2.1, -1.9, 0.6], [0.2, 0.1, -0.2], [-0.2, 0.1, 1.1], [0.3, -0.3, -0.3], [-0.1, -0.1, 0.1], [0.0, -0.2, -0.3], [0.2, 0.2, -0.3], [-0.1, 0.2, 0.1], [-0.3, 0.2, -0.2], [0.1, 0.1, 0.0], [-0.4, -0.5, 0.4], [-0.3, 0.5, -0.1], [0.2, -0.1, 0.1], [0.2, 0.1, -0.2], [0.1, 0.2, -0.1], [0.0, -0.1, 0.1], [0.1, -0.2, -0.1]],
  "nbo_charge": [1.72, 0.74, -0.47, -0.28, -0.51, 0.73, -0.47, -0.25, -0.52, 0.74, -0.44, -0.36, -0.62, -0.06, -0.39, -0.38, -0.05, 0.23, 0.22, 0.22, 0.22, -0.07, -0.37, -0.39, -0.06, 0.23, 0.22, 0.22, 0.22],
  "orbital_gap_ha": [0.2443, 0.2779],
  "total_charge": 0,
  "e_tot_ev": -102942.0904,
  "spin_multiplicity": 3,
  "e_homo_ha": [-0.38263, -0.38263],
  "s2": 2.037,
  "e_above_lowest_kj_mol": 37.3
}



(3)
{
  "formula": "C4H10O",
  "method": "ωB97M-V/def2-TZVPD",
  "symbols": ["C", "C", "O", "C", "C", "H", "H", "H", "H", "H", "H", "H", "H", "H", "H"],
  "coordinates": [[-1.58458, -1.18851, -0.83382], [-0.53140, -0.37762, -0.73647], [0.57830, -0.78340, -0.09021], [1.54562, 0.17675, 0.29369], [1.38082, 0.46067, 1.77320], [-2.60104, 0.71460, -1.55076], [-1.61412, -2.07745, -0.22325], [-2.35159, -1.07378, -1.57993], [-2.33339, 1.17979, -2.07327], [-0.46309, 0.61956, -1.17270], [1.47460, 1.09267, -0.31554], [2.50794, -0.29605, 0.07742], [2.19215, 1.08034, 2.16475], [1.37322, -0.49293, 2.31037], [0.42656, 0.96535, 1.95650]],
  "forces_ev_per_a": [[0.3, -0.2, 0.0], [-0.1, -0.1, -0.2], [-0.1, -0.2, 0.1], [0.2, 0.1, 0.1], [0.0, 0.0, 0.1], [0.0, 0.6, -0.3], [0.2, -0.3, -0.1], [-0.1, 0.2, 0.3], [-0.3, 0.0, 0.1], [0.0, -0.3, -0.2], [-0.1, -0.2, 0.1], [0.0, 0.2, 0.1], [-0.1, 0.0, -0.1], [0.0, 0.2, 0.0], [0.1, -0.1, 0.0]],
  "nbo_charge": [-0.52, 0.15, -0.51, -0.06, -0.63, 0.01, 0.21, 0.21, -0.02, 0.17, 0.17, 0.19, 0.21, 0.22, 0.21],
  "orbital_gap_ha": 0.3614,
  "total_charge": 0,
  "e_tot_ev": -6355.3577,
  "e_homo_ha": -0.31907,
  "smiles": "C=COCC.[H][H]",
  "e_above_lowest_kj_mol": 235.9
}